1.
Formula: C31H33BrN4O11V
Source: the Open Molecules 2025 dataset
Level of theory: wB97M-V/def2-TZVPD

```
81
Properties=species:S:1:pos:R:3:forces:R:3
Br -1.5729 -1.4890 2.6148 0.3132 0.2322 0.2262
V 1.5885 0.2314 1.1380 -0.2857 0.2590 0.6084
O 0.0598 -0.1252 0.3339 -2.5755 -0.4476 -0.8898
O 3.3332 0.1901 1.6608 2.1732 -0.5942 0.4681
O 5.4913 -0.3888 1.9168 0.6277 -0.0061 0.1977
O 5.8170 -3.0665 -3.9247 -0.0528 -0.0623 -0.2656
O 7.2119 -2.2974 -2.4839 0.1636 0.0732 -0.0211
O 1.6116 -0.7357 -3.6070 0.0065 0.5323 0.0095
O 2.7341 3.0132 2.9722 -0.0351 -0.2907 0.1622
O 0.9212 2.4492 -1.2029 0.1398 -0.1093 0.2674
O 1.0829 -3.1055 -2.9899 0.1016 0.2150 0.6387
O 1.9251 -1.7755 0.7509 0.4403 0.4849 -0.5435
O 2.2315 -1.2488 4.1979 0.0033 0.5410 0.1506
N 1.2592 -2.2335 -1.9217 0.0077 -0.4419 -0.3984
N 6.0845 -2.5569 -2.8573 -0.6157 0.0426 0.6478
N 0.6831 1.0362 3.5365 0.1746 -0.2676 0.0035
N 1.6537 2.3207 1.0036 0.4814 1.0522 -0.5210
C 5.2518 -1.6496 -0.7236 0.0057 0.1143 0.2053
C 0.4935 1.4683 5.8711 -0.0429 0.0556 0.0193
C 2.6568 -2.2337 -1.4450 -0.4004 -0.0155 -0.4891
C -1.1810 -0.5379 -0.0657 1.8871 0.4105 0.7454
C -2.1159 -0.9475 0.8947 -0.4093 -0.0901 0.0048
C 4.9646 -2.2556 -1.9281 0.7175 -0.1174 -0.5403
C -5.9895 0.4339 -0.5336 -0.0454 0.0692 0.0304
C -3.4494 -1.0963 0.5916 -0.0696 0.0095 -0.0742
C -6.0975 -2.0547 -0.3462 -0.0337 -0.1058 0.0037
C 0.8997 -0.8047 -2.4217 0.2806 -0.4037 -0.1843
C -0.6794 0.8611 -3.2785 -0.0530 0.1728 0.1160
C 1.8716 4.4074 -0.1857 0.0639 0.0683 0.0675
C -5.3876 -0.8843 -1.0414 0.1242 -0.0629 0.0636
C 3.6667 -2.5021 -2.3306 -0.1067 -0.1272 -0.1961
C -0.3261 1.8847 3.3345 0.0343 -0.1622 -0.2362
C 4.2170 -1.3904 0.1524 0.2746 -0.0669 0.0656
C 2.8974 -1.8125 -0.1380 -0.2863 0.1513 0.8401
C -3.8906 -0.8912 -0.7168 -0.1121 0.0527 0.1820
C -1.1565 -1.5583 -3.6993 -0.1034 0.1070 -0.0156
C -0.6106 -0.5487 -2.6581 -0.2039 -0.0187 0.2804
C -2.9147 -0.6907 -1.6704 0.3407 -0.0990 -0.1844
C 2.3786 4.6130 1.2303 -0.0449 0.0634 -0.1788
C -1.5333 -0.5804 -1.4004 -0.6044 -0.1753 -1.0078
C 4.4583 -0.5234 1.3344 -1.8536 0.5923 0.2121
C 1.0923 0.8276 4.7928 0.0106 0.0226 -0.1642
C 2.3048 3.2360 1.8677 -0.4745 -0.5216 -0.5023
C 2.2651 -0.1022 5.0259 -0.2555 -0.1501 -0.1267
C -0.5465 2.3521 5.6464 -0.0137 0.0326 0.0834
C -0.9706 2.5696 4.3454 0.0083 -0.0175 0.0961
C -5.6431 -0.9898 -2.5451 -0.0363 -0.0262 -0.1206
C 1.4123 2.9622 -0.2165 0.1512 -0.3833 0.7572
H 2.6489 4.5165 -0.9422 0.0030 0.0191 -0.0147
H -4.1285 -1.3908 1.3822 0.0341 0.0355 -0.0545
H 2.4077 -0.8906 3.3196 0.2498 -0.4675 -0.2595
H -5.1875 -1.8890 -2.9720 -0.0404 0.0684 0.0625
H 1.3026 -0.1083 -1.6956 0.0268 0.1886 -0.0573
H -7.1465 -2.0946 -0.6585 0.0767 0.0180 0.0290
H 1.5676 -1.6662 -3.9300 -0.1077 -0.1824 -0.0046
H 0.6646 -2.4592 -1.1223 -0.1169 -0.1292 0.0780
H -6.7211 -1.0364 -2.7279 0.0756 0.0124 0.0034
H 0.8495 1.2670 6.8751 -0.0256 0.0094 -0.0536
H 3.1855 0.4687 4.8779 0.0894 0.0525 -0.0688
H 3.4342 -2.8914 -3.3108 0.0164 0.0156 0.0543
H -1.7302 1.1165 -3.4356 0.0183 0.0120 -0.0416
H -0.2278 1.6182 -2.6299 -0.1719 -0.2918 -0.2047
H 3.4039 4.9712 1.2987 0.0178 0.0128 -0.0125
H -1.4616 -2.5040 -3.2523 0.0626 0.0594 0.0250
H -0.1670 0.8695 -4.2396 -0.0017 -0.0286 -0.0149
H -1.0260 2.8591 6.4759 0.0219 -0.0150 -0.0197
H -3.2137 -0.6402 -2.7048 -0.0002 0.0425 -0.0150
H -1.7855 3.2440 4.1138 0.0499 -0.0414 0.0109
H -2.0102 -1.1236 -4.2259 0.0263 -0.0105 0.0311
H 1.7570 5.2857 1.8222 -0.0119 0.0146 0.0004
H -5.8684 0.5289 0.5494 0.0039 -0.0193 -0.0762
H -6.0862 -1.9559 0.7425 0.0221 0.0034 -0.1004
H 6.2609 -1.3533 -0.4729 -0.0243 -0.0178 0.0041
H -5.4947 1.2894 -1.0014 -0.0330 -0.0496 0.0143
H -5.2538 -0.1228 -3.0866 -0.0317 -0.0593 0.0550
H -7.0602 0.4836 -0.7647 0.0918 -0.0131 0.0214
H 2.2418 -0.4483 6.0570 -0.0011 -0.0141 0.0878
H -0.6269 2.0222 2.3016 0.0077 -0.0269 0.0058
H -0.3970 -1.7850 -4.4426 -0.0761 0.0852 0.0095
H 1.0420 5.0484 -0.4781 -0.0267 0.0356 0.0130
H -5.6274 -3.0091 -0.6026 -0.0416 0.0905 -0.0003
```
Positions in Å, forces in eV/Å.

Computed properties:
- Energy: -156897.2184 eV
- Net charge: -1
- Expectation value of S²: 2.01
- Energy relative to the best compared isomer or geometry (same formula, charge and spin): 0.0 kJ/mol
- 2S+1: 3
- Frontier orbital gap (alpha / beta): 8.2 / 8.2 eV


2.
Formula: C31H33Cl2N8O3STl
Source: the Open Molecules 2025 dataset
Level of theory: wB97M-V/def2-TZVPD

```
79
Properties=species:S:1:pos:R:3:forces:R:3
Tl 0.2435 -0.2218 -0.3678 0.3107 -0.0411 0.4266
Cl 3.7932 4.8428 3.4149 0.1061 0.0495 -0.0273
Cl 0.9595 5.0643 4.8087 -0.0761 0.0030 0.0533
S 0.4908 -3.2274 -1.8865 -0.2100 0.1370 -0.2802
O -1.9082 1.5288 3.8450 -2.0232 0.2620 -0.1163
O 4.3620 0.0004 1.8618 0.1145 0.0809 -0.1699
O 0.4521 1.4933 -2.5975 0.1169 0.0152 -0.0456
N -4.7141 1.2064 1.5127 0.3047 0.1943 0.0891
N 1.7127 -3.7815 0.4315 0.2086 0.2460 0.0299
N -1.7626 -1.8576 2.6726 0.1879 0.1783 -0.3088
N 3.0477 -3.8228 -1.2936 0.1359 -0.0084 0.1974
N 2.2427 0.5928 1.1637 -0.3540 -0.5427 -0.6738
N -0.1343 0.4578 2.8178 -0.4029 -0.5712 0.3440
N 2.8982 -0.4193 -1.3443 -0.3075 0.0952 0.1597
N -1.7542 1.9721 -0.0395 -0.1255 0.0951 0.0862
C 0.4506 2.6810 3.6564 0.2038 0.0468 0.0635
C -2.4150 1.5811 -4.8109 0.0875 0.0778 0.0283
C -3.0386 1.3289 -0.3165 0.0008 0.1512 0.1359
C 5.5691 -0.5744 -2.0594 -0.0740 0.0266 0.0264
C -1.2695 -0.2972 -3.8466 0.0578 0.0494 0.0691
C 3.2521 -0.6419 -2.6051 -0.0175 -0.0679 -0.1227
C -3.5390 -2.2285 4.7620 -0.0329 -0.0676 -0.0507
C 1.9649 1.5012 2.1445 -0.2898 0.4578 0.6626
C -0.4314 1.9637 -3.2832 -0.0434 0.2640 -0.0627
C -2.1522 -1.1626 -4.4682 0.0477 -0.0324 -0.0038
C -2.9551 -0.9932 4.5429 0.1756 0.1740 0.0205
C -4.2834 1.9724 0.3272 -0.0363 -0.2930 0.0939
C 5.2007 -0.3537 -0.7447 0.0021 -0.0793 0.0335
C -1.2925 0.4324 3.3432 0.6814 -0.3640 -0.9503
C 4.5732 -0.7114 -3.0187 0.0001 -0.0617 0.0077
C -3.1737 -0.6579 -5.2620 0.0083 0.0645 0.0545
C 3.8457 -0.2605 -0.4266 0.2607 -0.0124 -0.0248
C 1.3606 3.7000 3.8134 0.1900 0.0190 -0.0035
C -3.2988 0.7144 -5.4329 -0.0763 -0.0056 -0.0596
C 0.7182 1.5596 2.8548 0.6697 0.5309 -0.2557
C 2.9955 -4.1444 1.0195 -0.0594 -0.0859 0.0970
C -3.2438 -3.2740 3.9026 -0.0167 0.0238 0.0393
C 3.4869 0.1254 1.0002 -0.3366 -0.0779 0.3364
C 3.9615 -3.9404 -0.1598 0.0729 0.0745 -0.0062
C -2.3728 -3.0225 2.8524 0.0814 0.1394 -0.0237
C -0.5798 3.4615 -3.4187 0.1736 -0.0398 0.0933
C -1.3916 1.0847 -4.0038 -0.1662 -0.3312 -0.0581
C -2.0324 -0.8496 3.5031 -0.3195 -0.4348 0.0687
C 2.8972 2.5289 2.3937 -0.1998 -0.1005 -0.0088
C 2.6046 3.6052 3.1943 -0.0889 0.0328 0.0550
C 1.7780 -3.5849 -0.8977 0.0136 -0.3628 0.0902
H -3.1614 1.2872 -1.4001 0.0278 -0.0354 -0.0173
H -1.6733 2.2170 0.9427 0.0859 -0.0448 0.0139
H -4.9777 0.2642 1.2441 0.0065 0.0503 0.0359
H -4.0385 2.9806 0.6646 0.0005 0.0405 -0.0932
H -0.4071 3.7622 -4.4534 -0.0983 0.0100 -0.0220
H -4.2129 -2.3760 5.5961 -0.0079 0.0269 -0.0101
H 2.4356 -0.7726 -3.3083 0.0234 0.0036 -0.0059
H 3.2378 -3.5114 1.8721 0.0231 0.0320 -0.0433
H -2.0299 -2.2297 -4.3347 -0.0415 -0.0008 0.0057
H -2.8768 1.5088 3.6177 1.0746 -0.2029 0.2520
H -0.4735 -0.6873 -3.2253 0.0136 -0.0208 -0.0369
H -3.8735 -1.3296 -5.7420 0.0183 -0.0005 -0.0234
H -0.4754 2.7318 4.2040 0.3259 0.2035 -0.0589
H 0.8969 -3.5402 0.9645 -0.1057 -0.0203 -0.0645
H 2.9772 -5.1860 1.3513 0.0199 0.0328 -0.0170
H -2.1494 -3.7857 2.1115 -0.0042 -0.0213 0.1148
H -3.1630 -0.1578 5.1978 0.0004 -0.0438 0.0339
H -2.5265 2.6458 -4.9709 0.0117 0.0102 0.0498
H 3.8663 2.4695 1.9203 -0.0138 0.0446 0.0014
H -5.0861 2.0523 -0.4147 0.0217 0.0365 -0.0422
H -1.5786 3.7893 -3.1254 -0.0186 -0.0047 -0.0674
H -1.6396 2.8248 -0.5733 -0.0505 0.0430 0.0545
H -4.0872 1.1165 -6.0559 -0.0067 -0.0277 -0.0022
H 6.6142 -0.6256 -2.3377 0.0001 -0.0116 0.0026
H 5.9192 -0.2467 0.0556 0.0033 0.0389 -0.0185
H 0.1644 3.9431 -2.7889 -0.0157 -0.0190 0.0211
H 4.5514 -3.0308 -0.0332 0.0090 0.0018 -0.0274
H -5.5285 1.6399 1.9324 -0.0096 -0.0654 -0.0263
H -3.6671 -4.2585 4.0441 -0.0476 0.0081 -0.0397
H 4.8130 -0.8711 -4.0617 -0.0221 0.0046 0.0067
H 4.6345 -4.7860 -0.2946 0.0028 0.0199 0.0554
H -2.9671 0.2949 0.0381 -0.0471 -0.0292 -0.0668
H 3.3644 -3.5048 -2.1919 -0.1354 0.0322 -0.0744
```
Positions in Å, forces in eV/Å.

Computed properties:
- Energy: -91320.9482 eV
- Energy relative to the best compared isomer or geometry (same formula, charge and spin): 74.1 kJ/mol
- Frontier orbital gap: 6.6 eV


3.
Formula: C31H33F2IrN5O2S2
Source: the Open Molecules 2025 dataset
Level of theory: wB97M-V/def2-TZVPD

```
76
Properties=species:S:1:pos:R:3:forces:R:3
Ir -0.5960 -0.7593 0.7643 -0.2784 0.5738 2.6948
S -0.3155 -0.3166 3.3048 -0.0571 -0.0039 -0.1696
S -0.9253 -0.0805 -2.4391 0.1062 -0.0156 -0.2981
F 3.2981 3.0909 -0.0519 0.0101 -0.0044 0.0199
F -1.0705 4.5095 0.7329 -0.0204 -0.0092 -0.0214
O -2.6035 -2.7577 0.3588 -0.1045 0.0520 0.1892
O -2.3846 0.1770 -2.3430 -0.1604 0.0549 0.0556
N 0.4436 -2.7039 -0.7870 -0.0204 -0.1949 -0.3831
N 1.5739 -1.3992 1.2626 -0.0769 -0.2548 -0.9206
N 2.1763 -0.7814 2.2942 -0.0262 0.0095 -0.0387
N -2.2897 0.4905 0.9712 0.3847 -0.1110 -1.3305
N 2.0874 0.4211 4.1766 -0.0408 0.0348 -0.0919
C -4.4350 2.1855 0.5501 -0.0055 -0.0476 -0.0016
C 1.9181 -4.1465 -2.6229 -0.1535 -0.0276 -0.0287
C 2.3736 -1.9621 0.4009 -0.0934 0.2097 0.3882
C -0.6544 2.1660 0.5112 -0.0222 0.0455 -0.0656
C 1.5041 1.4365 5.0352 -0.0113 0.0201 -0.0098
C 0.5276 -4.1760 -2.6611 0.1093 -0.0183 -0.0318
C -0.1517 1.4793 -2.8847 0.0091 -0.0364 0.0360
C 1.7890 2.7650 -3.4357 0.0027 0.0182 -0.0062
C 1.2110 1.5423 -3.1390 0.0026 -0.0027 0.0041
C 2.5512 -3.4008 -1.6486 -0.0412 0.1096 0.1162
C -3.1437 2.6336 0.3688 0.0244 -0.0559 0.1502
C 1.3885 -0.2329 3.2078 0.0621 -0.0451 0.1229
C 1.0086 3.9151 -3.4567 0.0231 -0.0056 -0.0168
C -0.2039 3.4855 0.5330 -0.0454 -0.0860 -0.0893
C 0.2830 1.1121 0.3981 -0.0774 -0.0603 0.0566
C -0.3487 3.8406 -3.1873 -0.0195 0.0148 -0.0005
C -4.6409 0.8927 1.0073 0.0094 0.0923 0.0368
C -3.5416 0.0809 1.1774 -0.0738 -0.0896 0.1843
C 1.6206 1.4615 0.2001 -0.0108 -0.0252 -0.0243
C -1.5737 -2.4555 1.1341 0.6333 -0.1918 -0.6761
C 1.9988 2.7839 0.1682 -0.0046 0.0397 0.0033
C -0.1591 -3.4240 -1.7227 0.0491 0.0588 -0.1302
C 3.8676 -1.9078 0.5018 0.0209 -0.0192 0.1199
C 1.2234 2.7410 4.2974 -0.0108 -0.0073 0.0196
C 1.7744 -2.6951 -0.7188 -0.1107 -0.0828 -0.0437
C -1.0985 -3.5484 2.0340 -0.0130 0.1113 0.1627
C 1.1175 3.8305 0.3647 0.0075 -0.0505 0.0107
C -3.2777 -4.0234 0.4240 -0.0175 -0.0426 -0.0022
C -0.6691 -0.8624 -4.0563 -0.0233 0.0557 0.0450
C -2.0674 1.7827 0.6273 0.0230 0.1242 0.1216
C -0.9377 2.6164 -2.8974 -0.0171 -0.0133 -0.0317
H 2.3918 0.7126 0.0765 0.0207 -0.0272 0.0153
H -1.2587 -1.7770 -4.0563 -0.0040 -0.0227 0.0294
H 0.5855 1.0340 5.4600 0.0140 0.0108 0.0005
H 4.2894 -1.4345 -0.3888 0.0014 -0.0079 -0.0212
H 2.5006 -4.7060 -3.3434 -0.0022 -0.0010 -0.0097
H 3.6289 -3.3678 -1.5951 0.0216 -0.0178 -0.0034
H 2.1489 3.1919 3.9347 0.0120 -0.0017 -0.0110
H 0.7286 3.4564 4.9561 0.0055 0.0212 0.0097
H -4.0042 -3.9996 -0.3832 0.0013 -0.0274 0.0113
H -3.6615 -0.9397 1.5039 0.0246 -0.0423 -0.1113
H -1.9946 2.5231 -2.6801 -0.0082 0.0010 0.0170
H -0.4764 -3.1194 2.8149 0.0340 0.0112 -0.0113
H -2.9544 3.6339 0.0199 0.0145 0.0528 0.0229
H -1.8807 -4.1653 2.4778 -0.0194 0.0014 0.0044
H -0.9520 4.7392 -3.1923 -0.0086 0.0076 -0.0041
H 4.1537 -1.3346 1.3768 0.0096 -0.0017 -0.0342
H -1.0073 -0.1875 -4.8398 -0.0313 -0.0061 -0.0154
H 1.4408 4.8600 0.3902 -0.0031 0.0167 -0.0392
H 3.0591 0.5438 3.9312 0.0196 -0.0490 0.0133
H 0.3864 -1.1049 -4.1745 0.0225 0.0131 -0.0123
H -2.5756 -4.8438 0.2751 -0.0326 0.0020 -0.0088
H -0.4674 -4.1895 1.4050 -0.0210 -0.0115 0.0500
H 1.4658 4.8719 -3.6724 0.0025 0.0042 -0.0048
H -3.7915 -4.1432 1.3780 0.0057 -0.0002 -0.0288
H -5.6304 0.5075 1.2056 -0.0055 -0.0189 -0.0203
H 0.5734 2.5545 3.4413 -0.0079 -0.0031 -0.0044
H -1.2447 -3.3734 -1.7336 0.0044 -0.0059 0.0162
H 2.8513 2.8259 -3.6317 0.0124 0.0004 0.0050
H -5.2728 2.8375 0.3413 -0.0015 0.0139 0.0080
H 4.3021 -2.9067 0.5807 -0.0079 -0.0231 0.0009
H 2.2043 1.6004 5.8567 -0.0351 -0.0007 0.0111
H -0.0083 -4.7539 -3.4012 0.0096 -0.0035 -0.0140
H 1.8216 0.6479 -3.0880 0.0108 -0.0079 0.0141
```
Positions in Å, forces in eV/Å.

Computed properties:
- Energy: -74170.0692 eV
- Expectation value of S²: 0.76
- Energy relative to the best compared isomer or geometry (same formula, charge and spin): 252.6 kJ/mol
- 2S+1: 2
- Frontier orbital gap (alpha / beta): 6.1 / 7.0 eV


> energy of number 1 (C31H33BrN4O11V)?

-156897.2184 eV


> Among the records above, which one has the lowest energy?

C31H33BrN4O11V


> The lowest energy belongs to which entry?

C31H33BrN4O11V